C2H10N2O3 | wB97M-V/def2-TZVPD

```
! wB97M-V def2-TZVPD RIJCOSX def2/J DEFGRID3
* xyz 0 1
O -0.9279 -0.6802 2.3793
O 2.3266 0.1885 -0.7736
O 0.3243 2.1641 -2.0349
N -0.1405 -1.8671 -0.3582
N -0.5869 0.3422 0.3670
C -0.6394 0.2953 1.7305
C -1.0861 -0.7630 -0.4135
H -0.4310 -2.6273 -0.9470
H -0.4951 1.3023 2.1571
H -0.2098 1.1288 -0.1345
H -1.2264 -0.4606 -1.4456
H -2.0544 -1.0244 0.0243
H 1.2201 1.8756 -1.7479
H 2.3912 0.3413 0.1611
H -0.1031 -2.2363 0.5823
H 0.0990 1.8928 -2.9017
H 1.6554 -0.4947 -0.9280
*
```

Output
Energy relative to the best compared isomer or geometry (same formula, charge and spin) (kcal per mole): 15.6
Structure (SMILES): NCNC=O.O.O
Total energy (eV): -11359.35538
HOMO energy (eV): -10.04
Max |F| (eV/A): 2.34

These are the Löwdin partial charges, in e, on atoms 1 to 5:
1 O 0.023
2 O -0.060
3 O -0.056
4 N 0.020
5 N 0.020

C33H44N4SSbY | wB97M-V/def2-TZVPD

```
! wB97M-V def2-TZVPD RIJCOSX def2/J DEFGRID3
* xyz 2 1
Sb -2.2329 -0.6639 -1.9902
Y 1.1088 1.2705 1.2420
S -1.1675 0.4423 -0.2757
N 1.9659 -0.3445 -0.4267
N 0.5177 -0.7086 2.6203
N 1.5418 1.8345 3.6083
N 3.5375 0.8194 1.3350
C -1.7597 -4.9877 -1.9737
C 0.6950 -0.4309 4.0683
C -1.7798 -3.6530 -2.3661
C -6.7502 1.0318 -2.1671
C 0.0856 -0.9750 -3.8746
C 1.7300 4.3200 1.3830
C 1.0006 4.6439 2.5311
C 0.7653 -0.8858 -5.0812
C 2.1627 -1.7713 -0.0536
C -0.2736 4.0471 2.4092
C -0.3432 3.3628 1.1880
C -2.2495 -2.6888 -1.4771
C -1.2167 -0.4800 -3.7896
C -5.6836 1.9034 -2.3614
C 1.0332 -2.3782 0.7739
C -4.1714 0.0663 -2.0965
C 3.9989 1.1278 3.7451
C -6.5291 -0.3201 -1.9380
C -1.8439 0.0971 -4.8897
C 0.9228 3.5245 0.5287
C -1.1495 0.1844 -6.0914
C -2.2110 -5.3478 -0.7115
C 4.4120 1.4889 2.3285
C -2.6859 -4.3815 0.1710
C 1.0562 -2.0503 2.2612
C 0.5307 1.0456 4.3453
C -5.2315 -0.8167 -1.9035
C -4.3814 1.4262 -2.3235
C 2.8521 1.9525 4.3007
C -2.7027 -3.0459 -0.2054
C 4.0699 0.9633 -0.0406
C 0.1463 -0.3041 -6.1839
C 3.1634 0.2457 -1.0687
H -3.0692 -2.2934 0.4843
H -7.3656 -0.9914 -1.7901
H 2.7258 4.6738 1.1468
H -2.8579 0.4742 -4.8228
H 4.3513 2.5663 2.1624
H -0.4583 1.3815 4.0237
H 1.7713 -1.2780 -5.1682
H -1.0779 4.1319 3.1310
H -5.0610 -1.8739 -1.7367
H 1.7019 -0.7430 4.3460
H -1.4000 -5.7446 -2.6589
H 0.5036 -2.8129 2.8110
H 1.1093 -3.4633 0.6828
H 3.1338 3.0050 4.2382
H 5.4464 1.1889 2.1530
H 3.7280 -0.5262 -1.5915
H -5.8662 2.9557 -2.5411
H 0.5607 -1.4483 -3.0201
H 4.1268 2.0281 -0.2584
H -7.7639 1.4115 -2.1956
H 2.3020 -2.3533 -0.9677
H 0.6002 1.2123 5.4209
H 2.8304 0.9580 -1.8209
H -1.2507 3.0179 0.7150
H -0.4851 -0.7389 2.4336
H 4.8573 1.2838 4.4001
H 5.0843 0.5691 -0.0968
H 3.1082 -1.8499 0.4933
H -3.0545 -4.6723 1.1468
H -2.2025 -6.3892 -0.4151
H 1.3415 5.2592 3.3549
H -1.6248 0.6314 -6.9554
H -3.5520 2.1100 -2.4619
H 2.0830 -2.0866 2.6335
H 1.1903 -0.3112 -1.0820
H 0.6779 -0.2389 -7.1250
H -1.4394 -3.3796 -3.3586
H 2.7176 1.7247 5.3593
H 1.0364 3.4975 -0.5522
H 3.7801 0.0533 3.7993
H 3.5854 -0.1713 1.5621
H 1.1789 2.7833 3.5492
H -0.0012 -1.0078 4.6789
H 0.0645 -2.1073 0.3432
*
```

Output
Energy relative to the best compared isomer or geometry (same formula, charge and spin) (kcal per mole): 38.8
Total energy (eV): -59300.46011
HOMO energy (eV): -13.16
Max |F| (eV/A): 1.41

These are the Löwdin partial charges, in e, on atoms 1 to 5:
1 Sb 1.345
2 Y 1.393
3 S 0.108
4 N -0.183
5 N -0.140

ClFO4Sr4 | wB97M-V/def2-TZVPD

```
! wB97M-V def2-TZVPD RIJCOSX def2/J DEFGRID3
* xyz 6 1
Sr -0.7346 -2.2977 -1.4951
Sr -1.3882 -1.5729 2.9131
Sr -2.1741 1.1823 -0.9682
Sr 3.5286 0.7981 0.5806
Cl 0.2031 0.0364 0.3595
F -0.4845 1.5186 -2.4150
O -0.5976 -0.6410 1.2410
O 0.4434 -0.7827 -0.8052
O -0.3200 1.2887 -0.1891
O 1.5239 0.4702 0.7784
*
```

Output
Energy relative to the best compared isomer or geometry (same formula, charge and spin) (kcal per mole): 83.6
Total energy (eV): -26678.50212
HOMO energy (eV): -29.59
Max |F| (eV/A): 14.48

These are the Löwdin partial charges, in e, on atoms 1 to 5:
1 Sr 2.025
2 Sr 2.091
3 Sr 1.889
4 Sr 2.095
5 Cl 0.765

C34H39N9O2Sn | wB97M-V/def2-TZVPD

```
! wB97M-V def2-TZVPD RIJCOSX def2/J DEFGRID3
* xyz 2 1
Sn -0.1727 -0.9479 -0.6843
O 1.7629 -3.3081 2.5700
O -0.0868 -1.9242 3.7330
N -2.5979 -1.3552 -3.7017
N -2.2090 -2.1570 -1.4995
N 0.2424 -4.0846 -1.2533
N -0.3827 -0.6593 -3.3150
N -1.9616 -0.3902 1.1732
N 2.3133 -1.9613 -0.5636
N 0.5094 2.1631 0.3216
N 0.3649 -1.8347 1.4899
N -0.8528 -4.9731 -1.2654
C -0.4080 -1.6533 2.5960
C 2.5071 2.5643 3.8857
C 2.4656 0.0805 4.2111
C 1.5030 1.2217 2.1928
C 2.6350 -2.1563 0.7115
C 1.5398 -2.5072 1.6972
C 2.2953 3.7382 3.1453
C -0.3887 0.6569 -5.7601
C 2.1386 1.2952 3.4088
C -1.7130 -0.9364 2.3608
C -1.5001 -0.0304 -5.3337
C 0.7526 0.6564 -4.9577
C 0.6941 -0.0033 -3.7548
C -3.8689 -3.5184 -0.4435
C -0.9974 4.1145 0.2517
C 1.6916 3.6462 1.9109
C -0.0707 3.1593 -0.5292
C 4.9515 -1.7775 0.2771
C -2.5933 -0.8351 3.4358
C 3.9465 -2.0998 1.1767
C -4.2373 -2.6841 -2.6428
C 3.2931 -1.7538 -1.4385
C 1.2126 2.3878 1.4042
C -4.0185 0.4605 2.0375
C -2.6404 -2.9086 -0.4798
C -0.9125 2.4005 -1.5625
C -3.0977 0.2799 1.0197
C -1.4619 -0.6905 -4.0894
C 2.7476 5.0584 3.6768
C -2.9772 -2.0591 -2.5833
C 0.9871 3.9871 -1.2966
C 4.6226 -1.6309 -1.0634
C -4.6945 -3.3925 -1.5575
C -3.7645 -0.1134 3.2741
H -1.8183 3.5586 0.6997
H 1.6465 1.1712 -5.2635
H -0.2631 1.8311 -2.2254
H -3.2829 0.6841 0.0322
H -0.6678 -5.8800 -0.8342
H 1.5348 -0.0061 -3.0696
H -1.2041 -5.0904 -2.2082
H -2.3445 -1.3074 4.3745
H 1.1522 0.2770 1.8096
H 1.6151 4.5300 1.3000
H -1.4981 3.0878 -2.1674
H 5.3796 -1.4256 -1.8049
H 3.0003 2.6295 4.8452
H -1.5877 1.7094 -1.0553
H -0.3954 1.1893 -6.6972
H 3.4392 5.5276 2.9795
H -1.9427 -3.0166 0.3381
H 0.5095 4.4257 -2.1696
H -4.4626 0.0003 4.0896
H -2.3980 -0.0428 -5.9326
H 2.9881 -1.7091 -2.4767
H -3.3064 -1.3574 -4.4259
H 2.7791 0.3516 5.2152
H 1.9031 5.7331 3.8120
H -4.9134 1.0393 1.8665
H -5.6657 -3.8580 -1.5755
H 0.9601 -4.3218 -1.9436
H -4.8335 -2.6068 -3.5395
H 1.3957 4.7982 -0.7048
H 3.2856 -0.4601 3.7386
H 1.8038 3.3499 -1.6295
H 4.1593 -2.3052 2.2153
H 3.2435 4.9439 4.6346
H -4.1712 -4.0762 0.4245
H 5.9763 -1.6776 0.6071
H -1.4014 4.8522 -0.4351
H 1.6219 -0.6057 4.2763
H -0.4660 4.6362 1.0406
H 0.6606 -4.1036 -0.3260
*
```

Output
Energy relative to the best compared isomer or geometry (same formula, charge and spin) (kcal per mole): 32.5
Total energy (eV): -59214.10051
HOMO energy (eV): -12.88
Max |F| (eV/A): 1.49

These are the Löwdin partial charges, in e, on atoms 1 to 5:
1 Sn 1.427
2 O 0.137
3 O 0.089
4 N 0.134
5 N -0.002

C2H6O3 | wB97M-V/def2-TZVPD

```
! wB97M-V def2-TZVPD RIJCOSX def2/J DEFGRID3
* xyz 1 2
O -2.6701 1.3272 -1.9388
O 0.7879 -0.7629 -1.0005
O 1.0720 0.9082 0.4599
C 0.8089 -0.4103 0.1695
C 0.6364 -1.2250 1.4066
H -2.4139 2.0747 -2.4925
H -0.1809 -0.7701 1.9282
H 1.7744 1.2038 -0.1571
H -1.8321 1.0607 -1.5524
H 1.5770 -1.1078 1.9549
H 0.4405 -2.2985 1.2222
*
```

Output
Energy relative to the best compared isomer or geometry (same formula, charge and spin) (kcal per mole): 29.9
Total energy (eV): -8303.02557
HOMO energy (alpha / beta) (eV): -14.63 / -14.63
Max |F| (eV/A): 3.10

These are the Löwdin partial charges, in e, on atoms 1 to 5:
1 O -0.043
2 O 0.451
3 O 0.206
4 C -0.351
5 C 0.109

C4H6N2O | wB97M-V/def2-TZVPD

```
! wB97M-V def2-TZVPD RIJCOSX def2/J DEFGRID3
* xyz 0 1
O 0.9543 0.4256 -0.1320
N 0.7603 1.5186 -2.1120
N -2.3745 0.9785 -0.6776
C 0.2229 0.9944 -1.0956
C 0.2610 -0.1955 0.9657
C -1.2326 0.9867 -0.8693
C 0.3049 -1.7042 0.8566
H -0.3930 -2.1202 1.5879
H 0.7405 0.1831 1.8684
H 1.3027 -2.0997 1.0579
H -0.0166 -2.0238 -0.1414
H -0.7814 0.1321 0.9844
H 0.0488 1.9153 -2.7215
*
```

Output
Energy relative to the best compared isomer or geometry (same formula, charge and spin) (kcal per mole): 41.0
Structure (SMILES): [H]/N=C(\C#N)OCC
Total energy (eV): -9271.72542
HOMO energy (eV): -10.71
Max |F| (eV/A): 1.23

These are the Löwdin partial charges, in e, on atoms 1 to 5:
1 O -0.014
2 N 0.182
3 N 0.183
4 C -0.455
5 C -0.233